This record from the OMol25 dataset describes a cluster of 12 separate species, C76H156F15N7O10 in total in a non-equilibrium geometry. The level of theory is ωB97M-V/def2-TZVPD.

```
264
Properties=species:S:1:pos:R:3
C 4.713 6.241 0.399
C 3.964 6.315 1.771
C 3.626 7.772 2.047
N 3.009 8.082 3.403
C 1.845 7.312 3.854
C 4.129 7.940 4.425
C 3.749 9.016 5.508
C 2.707 9.924 4.882
C 2.691 9.582 3.438
H 4.011 6.431 -0.392
H 5.106 5.229 0.242
H 5.471 6.965 0.325
H 4.546 5.736 2.476
H 3.015 5.746 1.584
H 2.923 8.089 1.322
H 4.576 8.318 2.046
H 1.374 7.694 4.703
H 2.150 6.273 4.121
H 1.137 7.186 3.052
H 4.059 6.961 4.930
H 5.097 8.022 3.960
H 3.292 8.566 6.407
H 4.664 9.466 5.830
H 1.694 9.858 5.330
H 2.934 10.967 5.010
H 1.826 9.876 2.845
H 3.576 10.053 2.999
C -1.064 -1.013 3.732
C 0.237 -1.477 4.349
C 1.427 -0.633 4.008
N 2.803 -1.188 4.293
C 2.865 -1.318 5.783
C 3.828 -0.175 3.696
C 4.166 -0.764 2.310
C 4.275 -2.216 2.632
C 3.081 -2.487 3.616
H -1.171 -0.029 4.104
H -1.830 -1.686 4.088
H -0.943 -1.020 2.712
H 0.311 -2.468 3.953
H 0.051 -1.583 5.456
H 1.477 0.252 4.586
H 1.440 -0.360 2.928
H 2.325 -2.218 5.998
H 2.351 -0.481 6.227
H 3.907 -1.440 6.116
H 4.667 -0.208 4.368
H 3.380 0.805 3.649
H 5.073 -0.261 1.927
H 3.399 -0.640 1.523
H 5.278 -2.494 3.139
H 4.181 -2.844 1.735
H 3.404 -3.260 4.302
H 2.144 -2.750 3.110
C 7.315 -0.635 -3.867
C 5.832 -0.578 -3.867
C 5.199 -0.208 -5.208
N 3.765 0.189 -5.026
C 2.953 -0.905 -4.267
C 3.118 0.442 -6.329
C 1.928 1.288 -6.055
C 2.279 2.167 -4.847
C 3.628 1.580 -4.334
H 7.820 0.255 -4.245
H 7.681 -1.490 -4.449
H 7.701 -0.834 -2.876
H 5.439 -0.013 -3.003
H 5.402 -1.575 -3.721
H 5.197 -1.033 -5.928
H 5.668 0.681 -5.692
H 3.144 -1.830 -4.826
H 1.957 -0.478 -4.201
H 3.311 -0.925 -3.232
H 2.793 -0.520 -6.723
H 3.879 0.912 -6.963
H 1.061 0.726 -5.795
H 1.633 1.827 -6.899
H 1.513 2.231 -4.049
H 2.445 3.210 -5.175
H 3.761 1.579 -3.240
H 4.472 2.134 -4.699
C -6.847 -5.081 3.136
C -7.067 -4.316 1.891
C -5.741 -4.336 1.116
N -5.641 -3.509 -0.158
C -5.792 -2.004 0.078
C -4.311 -3.720 -0.867
C -4.522 -3.320 -2.337
C -6.095 -3.265 -2.455
C -6.643 -3.915 -1.183
H -6.772 -6.132 2.843
H -7.670 -4.971 3.822
H -5.920 -4.732 3.648
H -7.466 -3.317 2.089
H -7.821 -4.836 1.330
H -5.541 -5.344 0.791
H -4.933 -3.902 1.717
H -4.936 -1.603 0.678
H -6.655 -1.831 0.709
H -5.805 -1.429 -0.872
H -3.561 -3.164 -0.220
H -4.190 -4.827 -0.833
H -4.010 -2.391 -2.587
H -4.213 -4.143 -3.000
H -6.480 -2.275 -2.539
H -6.448 -3.846 -3.265
H -7.655 -3.518 -0.916
H -6.658 -5.042 -1.230
C -0.072 -9.355 -0.759
C 1.151 -8.520 -0.267
C 1.580 -7.491 -1.351
N 2.347 -6.399 -0.716
C 1.447 -5.455 0.029
C 3.138 -5.579 -1.691
C 4.261 -4.902 -0.968
C 4.354 -5.648 0.352
C 3.538 -6.858 0.220
H -0.455 -10.147 -0.085
H 0.125 -9.779 -1.716
H -0.926 -8.673 -0.944
H 1.953 -9.205 -0.027
H 0.825 -7.972 0.593
H 0.758 -6.994 -1.902
H 2.282 -8.004 -2.034
H 1.955 -4.525 0.435
H 0.957 -5.967 0.837
H 0.794 -5.025 -0.767
H 2.476 -4.791 -2.110
H 3.408 -6.283 -2.496
H 4.043 -3.873 -0.782
H 5.173 -5.005 -1.610
H 4.007 -4.995 1.177
H 5.412 -5.926 0.577
H 3.137 -7.224 1.197
H 3.884 -7.740 -0.348
C -0.927 4.104 1.506
C -1.555 4.239 2.915
C -1.556 2.981 3.719
N -2.023 3.149 5.153
C -3.405 3.624 5.109
C -1.963 1.920 6.004
C -2.317 2.491 7.387
C -1.476 3.841 7.348
C -1.194 4.182 5.864
H -0.983 3.095 1.030
H 0.112 4.471 1.529
H -1.421 4.797 0.821
H -2.588 4.565 2.778
H -0.893 4.961 3.382
H -0.591 2.555 3.757
H -2.231 2.230 3.261
H -3.439 4.714 5.024
H -4.087 3.463 5.884
H -3.806 3.203 4.208
H -2.755 1.214 5.638
H -0.898 1.537 5.895
H -3.362 2.658 7.505
H -1.943 1.824 8.186
H -2.044 4.659 7.788
H -0.511 3.751 7.889
H -1.619 5.164 5.604
H -0.147 4.070 5.696
C -0.071 -6.666 -6.517
C -1.546 -6.476 -6.877
C -1.649 -5.404 -8.003
N -3.017 -5.162 -8.596
C -3.006 -3.824 -9.271
C -4.050 -5.214 -7.503
C -5.348 -5.482 -8.223
C -4.991 -6.127 -9.571
C -3.497 -6.195 -9.563
H 0.099 -7.253 -5.638
H 0.377 -5.663 -6.393
H 0.513 -7.067 -7.358
H -1.993 -6.144 -5.950
H -1.877 -7.472 -7.201
H -0.962 -5.686 -8.798
H -1.423 -4.428 -7.526
H -2.907 -3.001 -8.540
H -4.024 -3.839 -9.672
H -2.194 -3.735 -9.999
H -4.020 -4.229 -7.091
H -3.799 -6.074 -6.821
H -5.890 -4.545 -8.357
H -5.904 -6.152 -7.599
H -5.296 -5.386 -10.328
H -5.403 -7.086 -9.749
H -3.030 -5.906 -10.560
H -3.129 -7.183 -9.214
C -1.678 -1.462 -6.341
O -2.136 -0.516 -5.258
O -2.309 -2.554 -6.560
C -1.778 -0.506 -7.594
F -1.451 -1.143 -8.792
F -3.010 -0.106 -7.680
F -0.821 0.568 -7.503
C -3.438 -0.830 -4.850
C -3.592 -0.136 -3.574
H -3.567 0.983 -3.731
H -4.524 -0.416 -2.964
H -2.727 -0.374 -2.909
H -3.564 -1.936 -4.937
H -4.111 -0.439 -5.703
H -0.605 -1.744 -6.037
C 0.470 7.535 -0.018
O 1.743 6.957 -0.458
O 0.089 7.287 1.234
C 0.542 9.049 -0.424
F 1.340 9.227 -1.465
F -0.590 9.633 -0.720
F 1.004 9.728 0.619
C 1.606 6.407 -1.728
C 0.748 5.133 -1.780
H 0.729 4.627 -0.845
H -0.317 5.415 -2.009
H 1.071 4.406 -2.484
H 2.612 6.120 -2.007
H 1.259 7.109 -2.433
H -0.356 7.209 -0.770
C -4.380 -0.587 3.810
O -4.205 -0.586 2.347
O -4.276 0.611 4.323
C -5.812 -1.131 4.196
F -6.654 -1.022 3.080
F -5.687 -2.463 4.475
F -6.535 -0.611 5.219
C -4.548 0.641 1.715
C -3.452 1.219 0.854
H -3.309 0.686 -0.075
H -3.748 2.228 0.732
H -2.488 1.263 1.344
H -4.750 1.289 2.582
H -5.424 0.531 1.102
H -3.734 -1.464 4.085
C 2.535 2.823 6.013
O 1.716 3.734 6.841
O 1.841 1.760 5.646
C 3.239 3.525 4.906
F 4.241 2.657 4.610
F 2.517 3.684 3.786
F 3.795 4.689 5.194
C 2.481 4.725 7.692
C 1.733 4.781 8.978
H 0.778 5.369 8.965
H 1.418 3.740 9.213
H 2.269 5.108 9.865
H 2.538 5.636 7.113
H 3.507 4.296 7.851
H 3.397 2.647 6.692
C 1.522 -1.522 -0.745
O 1.712 -0.349 0.254
O 2.456 -2.446 -0.787
C 0.109 -1.870 -0.228
F 0.203 -2.355 0.982
F -0.671 -0.804 -0.255
F -0.585 -2.841 -0.929
C 1.979 0.900 -0.256
C 1.975 1.900 0.897
H 2.044 2.948 0.565
H 1.050 1.752 1.560
H 2.812 1.796 1.600
H 1.211 1.139 -0.986
H 2.915 0.922 -0.903
H 1.290 -1.005 -1.738
```

Computed properties:
orbital gap = 5.7 eV
energy = -152987.617 eV
LUMO = -3.60 eV
total charge = +2
highest occupied orbital energy = -0.34056 hartree



This record from the OMol25 dataset describes a cluster of 4 separate species, C76H63FIN2O11S2 in total in a non-equilibrium geometry. The level of theory is ωB97M-V/def2-TZVPD.

```
156
Properties=species:S:1:pos:R:3
C -3.113 2.490 -0.652
C -3.643 2.277 -2.115
O -2.630 1.991 -3.128
C -1.359 1.982 -2.646
C -0.579 0.796 -2.239
C -1.166 -0.585 -2.290
S -2.861 -1.001 -2.786
C -3.812 -1.738 -1.384
C -3.144 -1.612 0.028
O -3.052 -0.512 0.539
O -2.688 -2.707 0.773
C -1.813 -2.262 1.828
C -1.089 -3.476 2.567
C -0.023 -4.169 1.603
O -0.287 -2.820 3.609
C -0.083 -3.668 4.693
O 0.526 -4.721 4.657
C -0.641 -3.195 6.121
S -1.545 -4.542 6.985
C -0.282 -1.725 -1.910
I -1.027 -3.767 -2.035
C 1.146 -1.580 -1.464
C 2.110 -2.755 -1.084
C 3.554 -2.504 -1.744
C 3.500 -2.599 -3.341
C 4.687 -1.680 -3.922
N 4.162 -0.554 -4.720
C 4.043 -0.441 -6.113
C 3.452 0.857 -6.445
C 3.207 1.592 -5.149
C 3.699 0.638 -4.158
C 1.698 -0.221 -1.373
C 0.835 0.921 -1.765
C 1.423 2.298 -1.685
C 0.588 3.429 -2.111
C 1.286 4.848 -2.042
C 2.334 4.928 -0.841
F 3.632 4.532 -1.235
N -0.730 3.239 -2.582
C -1.433 4.457 -3.021
C -2.000 5.455 -2.105
C -2.666 6.693 -2.519
C -2.764 6.983 -3.982
C -2.222 5.985 -4.949
C -1.557 4.742 -4.477
H -2.576 1.611 -0.208
H -2.468 3.393 -0.505
H -4.030 2.653 -0.004
H -4.153 3.236 -2.442
H -4.470 1.505 -2.088
H -4.850 -1.300 -1.324
H -3.968 -2.835 -1.627
H -0.974 -1.652 1.377
H -2.346 -1.698 2.651
H -1.817 -4.218 2.995
H 0.793 -4.683 2.173
H -0.569 -4.838 0.887
H 0.474 -3.306 1.062
H 0.210 -2.875 6.794
H -1.305 -2.285 6.036
H -2.874 -4.221 6.825
H 1.784 -3.761 -1.452
H 2.281 -2.757 0.030
H 4.168 -3.400 -1.422
H 4.022 -1.557 -1.374
H 2.525 -2.237 -3.766
H 3.708 -3.640 -3.715
H 5.380 -2.303 -4.548
H 5.311 -1.242 -3.086
H 4.315 -1.214 -6.873
H 3.206 1.263 -7.457
H 2.777 2.611 -5.039
H 3.702 0.795 -3.050
H 2.737 -0.021 -1.023
H 2.477 2.404 -1.340
H 1.840 4.959 -3.016
H 0.567 5.688 -1.871
H 2.316 5.969 -0.398
H 2.006 4.248 0.004
H -1.923 5.269 -0.996
H -3.099 7.450 -1.825
H -3.238 7.931 -4.341
H -2.307 6.224 -6.037
H -1.154 4.031 -5.245
C 1.496 -7.110 6.060
C 2.656 -7.781 5.681
C 2.780 -9.145 5.913
C 1.748 -9.842 6.538
C 0.595 -9.165 6.938
C 0.470 -7.802 6.684
C -0.494 -9.882 7.646
O -1.501 -9.293 7.991
C -0.329 -11.328 7.934
C -1.315 -12.004 8.648
C -1.176 -13.360 8.911
C -0.055 -14.048 8.453
C 0.932 -13.378 7.746
C 0.803 -12.015 7.493
C 1.882 -11.301 6.766
O 2.863 -11.901 6.369
H 1.393 -6.044 5.873
H 3.465 -7.239 5.204
H 3.683 -9.663 5.613
H -0.427 -7.270 6.978
H -2.191 -11.474 9.004
H -1.942 -13.883 9.472
H 0.049 -15.109 8.653
H 1.805 -13.917 7.396
C -8.938 6.343 -3.994
C -10.207 6.858 -4.246
C -10.350 8.028 -4.977
C -9.224 8.696 -5.450
C -7.951 8.193 -5.176
C -7.813 7.009 -4.457
C -6.741 8.920 -5.631
O -5.629 8.479 -5.395
C -6.906 10.196 -6.369
C -5.779 10.919 -6.753
C -5.923 12.108 -7.455
C -7.192 12.574 -7.785
C -8.318 11.859 -7.400
C -8.178 10.674 -6.683
C -9.389 9.937 -6.246
O -10.498 10.345 -6.530
H -8.829 5.424 -3.430
H -11.086 6.343 -3.873
H -11.341 8.422 -5.176
H -6.827 6.607 -4.253
H -4.788 10.560 -6.501
H -5.045 12.672 -7.748
H -7.303 13.498 -8.340
H -9.304 12.229 -7.655
C 6.929 -3.653 4.475
C 6.106 -3.790 3.360
C 5.908 -2.714 2.507
C 6.522 -1.492 2.772
C 7.327 -1.349 3.903
C 7.538 -2.436 4.747
C 7.949 -0.040 4.225
O 8.652 0.084 5.207
C 7.688 1.115 3.331
C 8.216 2.363 3.650
C 7.989 3.447 2.813
C 7.241 3.287 1.650
C 6.708 2.047 1.331
C 6.921 0.959 2.175
C 6.318 -0.354 1.844
O 5.658 -0.494 0.828
H 7.090 -4.497 5.136
H 5.621 -4.738 3.156
H 5.271 -2.826 1.637
H 8.173 -2.333 5.619
H 8.802 2.493 4.552
H 8.397 4.419 3.066
H 7.070 4.133 0.993
H 6.122 1.928 0.427
```

Computed properties:
orbital gap = 5.9 eV
energy = -137814.634 eV
LUMO = -4.02 eV
total charge = +1
highest occupied orbital energy = -0.36378 hartree